Below is a structure of composition C3H10N2O at a distorted geometry, with properties calculated with ωB97M-V/def2-TZVPD.

Last column: Mulliken charge in e.
CARTESIAN COORDINATES (ANGSTROEM)
1 C 0.92 -1.14 0.53  -0.35
2 N 1.33 -0.60 -0.81  -0.51
3 C 0.15 -0.33 -1.61  0.02
4 O -1.00 -0.39 -1.31  -0.44
5 C 0.56 0.04 1.45  -0.66
6 N 1.53 1.13 1.45  -0.50
7 H 0.01 -1.72 0.37  0.31
8 H 1.69 -1.81 0.90  0.33
9 H -5.20 0.68 -2.10  -0.01
10 H 0.44 -0.33 -2.66  0.43
11 H 0.89 0.45 -0.84  0.27
12 H -5.29 1.35 -1.82  0.02
13 H 0.16 -0.21 2.43  0.40
14 H -0.34 0.42 0.95  0.29
15 H 1.91 1.47 2.32  0.20
16 H 2.22 0.99 0.74  0.21

frontier orbital gap: 10.140 eV
energy relative to the best compared isomer or geometry (same formula, charge and spin): 408.6 kJ/mol
largest force on an atom: 4.95 eV/Å
HOMO: -0.3344 hartree



Below is an isolated molecule of C9H9F3N2O at a distorted geometry, with properties calculated with ωB97M-V/def2-TZVPD.

Last column: Mulliken charge in e.
CARTESIAN COORDINATES (ANGSTROEM)
1 C -2.71 -1.27 -1.33  -0.70
2 C -1.47 -1.67 -1.64  -0.75
3 C -3.04 -0.06 -0.63  -0.45
4 C 0.97 -1.07 -1.02  -1.15
5 C -1.99 0.47 0.06  0.00
6 C -0.38 -0.99 -0.92  0.74
7 C 1.61 -0.15 -0.04  0.50
8 C 2.72 1.98 0.06  -0.63
9 C 0.31 -0.03 2.09  0.72
10 N -0.72 0.01 -0.07  0.17
11 N 0.40 0.41 0.72  -0.26
12 O 2.21 0.90 -0.69  -0.35
13 F -0.77 0.61 2.71  -0.29
14 F 0.05 -1.36 2.29  -0.28
15 F 1.43 0.28 2.78  -0.24
16 H -3.45 -1.68 -1.90  0.41
17 H -1.28 -2.46 -2.33  0.42
18 H -4.11 0.26 -0.51  0.33
19 H 1.49 -1.85 -1.58  0.43
20 H -2.15 1.52 0.50  0.25
21 H 2.19 -0.90 0.68  0.34
22 H 1.93 2.70 0.27  0.28
23 H 3.49 2.72 -0.50  0.23
24 H 3.28 1.65 1.01  0.26

frontier orbital gap (alpha / beta): 5.827 / 7.923 eV
energy relative to the best compared isomer or geometry (same formula, charge and spin): 0.0 kJ/mol
multiplicity: 3
largest force on an atom: 5.96 eV/Å
⟨S²⟩: 2.024
HOMO (alpha / beta): -0.1828 / -0.3526 hartree



Below is the ion C5H12N with charge +1, with properties calculated with ωB97M-V/def2-TZVPD.

Last column: Mulliken charge in e.
CARTESIAN COORDINATES (ANGSTROEM)
1 C 1.61 -1.30 0.10  -1.07
2 C 1.06 -0.11 0.17  0.77
3 C 1.48 1.10 -0.59  -1.26
4 C -1.81 -0.53 -0.66  -1.04
5 C -1.39 0.47 0.40  -0.54
6 N -0.10 0.09 1.07  -0.06
7 H 1.26 -2.15 0.67  0.25
8 H 2.45 -1.49 -0.54  0.29
9 H 0.71 1.40 -1.30  0.30
10 H 2.38 0.89 -1.15  0.41
11 H 1.68 1.94 0.07  0.34
12 H -2.82 -0.29 -0.98  0.38
13 H -1.82 -1.54 -0.25  0.33
14 H -2.15 0.52 1.19  0.41
15 H -1.28 1.47 -0.02  0.36
16 H -0.25 -0.80 1.57  0.41
17 H -1.16 -0.50 -1.53  0.32
18 H 0.14 0.81 1.76  0.40

SMILES string: C=C(C)[NH2+]CC
net charge: +1
frontier orbital gap: 11.561 eV
energy relative to the best compared isomer or geometry (same formula, charge and spin): 79.0 kJ/mol
largest force on an atom: 0.85 eV/Å
HOMO: -0.5469 hartree



Below is a cluster of 4 separate species, H8O4 in total, with properties calculated with ωB97M-V/def2-TZVPD.

Last column: Mulliken charge in e.
CARTESIAN COORDINATES (ANGSTROEM)
1 O 17.59 15.74 -22.23  -0.63
2 H 18.21 15.74 -22.97  0.30
3 H 17.62 16.65 -21.90  0.32
4 O 14.74 17.81 -21.97  -0.65
5 H 14.75 17.15 -21.27  0.32
6 H 15.67 18.07 -22.08  0.34
7 O 19.09 20.65 -21.07  -0.65
8 H 18.76 20.83 -20.19  0.30
9 H 19.98 21.01 -21.10  0.30
10 O 17.49 18.97 -22.60  -0.65
11 H 17.44 19.28 -23.51  0.30
12 H 18.02 19.63 -22.13  0.39

SMILES string: O.O.O.O
frontier orbital gap: 10.913 eV
energy relative to the best compared isomer or geometry (same formula, charge and spin): 65.3 kJ/mol
largest force on an atom: 0.25 eV/Å
HOMO: -0.3921 hartree



Below is an isolated molecule of C3H4N2O2S at a distorted geometry, with properties calculated with ωB97M-V/def2-TZVPD.

Last column: Mulliken charge in e.
CARTESIAN COORDINATES (ANGSTROEM)
1 C 0.59 -1.00 0.58  -0.27
2 C -0.77 -1.01 1.07  0.05
3 C 0.90 0.88 -1.10  -0.14
4 N 1.15 -0.27 -0.50  -0.11
5 N -1.80 -0.24 0.80  -0.46
6 O -0.74 2.18 0.93  -0.53
7 O -2.03 1.65 -1.07  -0.54
8 S -1.04 1.22 -0.14  0.84
9 H 1.20 -1.95 0.94  0.22
10 H -0.93 -2.01 1.40  0.35
11 H 1.38 1.16 -2.09  0.31
12 H 2.07 -0.62 -0.82  0.28

frontier orbital gap (alpha / beta): 7.542 / 7.535 eV
energy relative to the best compared isomer or geometry (same formula, charge and spin): 614.1 kJ/mol
largest force on an atom: 4.05 eV/Å
HOMO (alpha / beta): -0.3181 / -0.3179 hartree



Below is a structure of composition C6H8BN4ReS4, with properties calculated with ωB97M-V/def2-TZVPD.

Last column: Mulliken charge in e.
CARTESIAN COORDINATES (ANGSTROEM)
1 Re -1.21 0.66 -0.85  0.80
2 S -2.56 2.41 -1.08  0.02
3 S -3.12 2.77 -3.05  0.09
4 S -1.95 1.61 -4.17  0.07
5 S -1.31 0.07 -2.90  -0.03
6 B 1.21 -0.75 1.46  0.02
7 N 1.43 0.58 0.64  0.05
8 C 2.52 1.31 0.77  -0.16
9 C 2.43 2.46 -0.03  -0.90
10 C 1.22 2.36 -0.64  -0.24
11 N 0.60 1.21 -0.24  -0.04
12 N -0.10 -1.51 1.03  0.15
13 C -0.47 -2.65 1.58  -0.16
14 C -1.61 -3.14 0.94  -0.87
15 C -1.88 -2.21 -0.03  -0.17
16 N -0.96 -1.21 0.02  -0.13
17 H 1.11 -0.46 2.62  -0.05
18 H 2.15 -1.46 1.23  -0.05
19 H 3.31 0.98 1.43  0.45
20 H 3.16 3.24 -0.13  0.39
21 H 0.73 3.01 -1.35  0.49
22 H 0.10 -3.07 2.39  0.45
23 H -2.15 -4.04 1.15  0.39
24 H -2.66 -2.18 -0.78  0.42

net charge: +1
frontier orbital gap (alpha / beta): 6.380 / 7.007 eV
multiplicity: 2
largest force on an atom: 0.49 eV/Å
⟨S²⟩: 1.069
HOMO (alpha / beta): -0.4552 / -0.4544 hartree



Which value of largest force on an atom does entry 6 give? 0.49 eV/Å



Among the records above, which one has the lowest largest force on an atom? H8O4